41
Properties=species:S:1:pos:R:3:nbo_charge:R:1 method="wB97M-V/def2-TZVPD" e_tot_ha=-6296.69102 e_homo_ev=-9.03 charge=0 lumo_ha=0.004 gap_ev=9.133 smiles="Cc1ccc(C[C@@H](OC(=O)CC[C@](F)(Br)C(F)(F)Br)B(N)O)cc1"
C 1.212 -2.360 4.343 -0.63
C 0.569 -2.283 2.977 -0.04
C -0.650 -2.825 2.713 -0.17
C -1.201 -2.698 1.472 -0.20
C -0.558 -2.036 0.469 -0.06
C -1.183 -1.858 -0.894 -0.43
C -1.525 -0.358 -1.090 -0.24
O -1.481 0.045 -2.481 -0.54
C -0.246 0.550 -2.803 0.81
O 0.589 -0.156 -3.339 -0.55
C 0.047 2.020 -2.536 -0.53
C 0.755 2.261 -1.172 -0.46
C 1.958 3.177 -1.217 0.26
F 2.130 3.664 0.048 -0.34
Br 1.713 4.734 -2.348 0.05
C 3.290 2.429 -1.526 0.58
F 3.356 1.310 -0.807 -0.32
F 4.288 3.208 -1.085 -0.32
Br 3.586 2.071 -3.393 0.05
B -2.876 0.102 -0.361 1.09
N -3.850 0.915 -1.080 -1.11
O -3.085 -0.267 0.963 -0.91
C 0.680 -1.530 0.750 -0.16
C 1.255 -1.640 1.977 -0.22
H 1.612 -1.368 4.561 0.21
H 0.493 -2.585 5.126 0.21
H 2.059 -3.042 4.324 0.22
H -1.178 -3.337 3.506 0.20
H -2.176 -3.121 1.268 0.21
H -0.388 -2.071 -1.609 0.24
H -2.042 -2.507 -1.030 0.22
H -0.728 0.185 -0.567 0.19
H 0.654 2.360 -3.365 0.26
H -0.911 2.540 -2.528 0.23
H 0.024 2.624 -0.456 0.24
H 1.060 1.286 -0.796 0.24
H -4.770 0.806 -0.661 0.38
H -3.588 1.887 -0.923 0.39
H -2.335 0.082 1.462 0.50
H 1.208 -1.003 -0.040 0.19
H 2.230 -1.210 2.150 0.21


15
Properties=species:S:1:pos:R:3:nbo_charge:R:1 method="wB97M-V/def2-TZVPD" e_tot_ha=-822.41909 e_homo_ev=-2.66 charge=-1 lumo_ha=0.126 gap_ev=6.084
C -0.720 -0.988 -1.732 -0.29
C -1.639 -0.862 -0.753 -0.23
C 0.623 -0.580 -1.726 -0.41
C -0.571 0.397 1.046 0.22
C -1.597 -0.202 0.490 0.10
C 1.316 -0.057 -0.750 -0.17
C 1.354 1.303 2.103 -0.28
N 0.167 1.207 1.590 -0.42
F -2.859 -0.228 1.191 -0.41
S 2.604 0.569 0.006 -0.01
H -0.930 -1.562 -2.625 0.19
H -2.679 -1.327 -0.793 0.20
H 1.240 -0.549 -2.737 0.19
H 1.870 2.253 1.969 0.16
H 1.820 0.624 2.721 0.15


27
Properties=species:S:1:pos:R:3:nbo_charge:R:1 method="wB97M-V/def2-TZVPD" e_tot_ha=-537.03553 e_homo_ev=-8.61 charge=0 lumo_ha=0.028 relative_energy_kcal_mol=21.7 gap_ev=9.372 smiles=Cc1c[nH]cn1.Cc1ccccc1
C 4.162 0.911 -0.666 -0.63
C 2.988 0.361 -1.432 0.07
C 1.775 0.834 -1.736 -0.11
N 1.222 0.045 -2.704 -0.56
C 2.199 -0.995 -2.854 0.18
N 3.233 -0.872 -2.078 -0.44
H 4.312 0.309 0.242 0.22
H 4.051 1.935 -0.315 0.21
H 5.022 0.903 -1.346 0.23
H 1.294 1.753 -1.383 0.22
H 0.280 0.009 -3.046 0.42
H 2.010 -1.821 -3.527 0.19
C -0.161 0.697 1.703 -0.64
C -1.479 0.074 1.306 0.00
C -1.798 -1.167 1.940 -0.21
C -3.052 -1.677 1.974 -0.21
C -4.097 -0.975 1.290 -0.22
C -3.756 0.090 0.486 -0.20
C -2.476 0.694 0.631 -0.24
H -0.491 1.689 1.982 0.22
H 0.592 0.598 0.929 0.23
H 0.204 0.292 2.637 0.22
H -1.009 -1.792 2.363 0.21
H -3.144 -2.626 2.483 0.22
H -5.060 -1.459 1.165 0.21
H -4.423 0.494 -0.252 0.21
H -2.398 1.696 0.208 0.21


177
Properties=species:S:1:pos:R:3:lowdin_charge:R:1 method="wB97M-V/def2-TZVPD" e_tot_ha=-5287.17526 e_homo_ev=-7.52 charge=0 lumo_ha=-0.016 relative_energy_kcal_mol=0.0 gap_ev=7.095
C 49.273 -0.488 10.390 -0.09
O 48.695 0.689 9.803 -0.20
C 48.912 1.956 10.460 -0.16
C 47.744 2.828 9.993 -0.08
N 46.443 2.184 10.452 0.10
H 46.393 1.288 9.989 0.11
H 46.512 2.007 11.444 0.11
C 45.123 2.948 10.064 -0.02
C 44.720 2.711 8.569 -0.20
O 45.806 2.908 7.732 -0.21
C 45.534 2.516 6.393 -0.07
H 48.825 -0.764 11.344 0.07
H 50.356 -0.385 10.466 0.09
H 49.220 -1.360 9.739 0.09
H 49.899 2.328 10.182 0.13
H 48.883 1.872 11.546 0.11
H 47.764 2.891 8.905 0.12
H 47.787 3.817 10.451 0.13
H 45.352 4.006 10.190 0.12
H 44.351 2.572 10.735 0.11
H 43.899 3.335 8.217 0.11
H 44.468 1.653 8.495 0.12
H 46.336 2.978 5.816 0.09
H 44.595 2.719 5.879 0.09
H 45.678 1.438 6.466 0.08
C 41.348 2.237 11.577 -0.12
O 42.214 1.226 12.037 -0.17
C 42.092 1.060 13.438 -0.20
C 42.909 -0.196 13.817 -0.05
N 44.424 -0.059 13.434 0.12
H 44.406 0.167 12.450 0.11
H 44.884 0.714 13.895 0.10
C 45.315 -1.317 13.634 -0.07
C 45.206 -1.910 15.034 -0.22
O 45.316 -0.967 16.051 -0.21
C 46.590 -0.390 16.285 -0.06
H 41.274 2.269 10.490 0.08
H 41.749 3.227 11.794 0.07
H 40.332 2.250 11.969 0.08
H 41.038 0.899 13.667 0.10
H 42.453 1.941 13.969 0.11
H 42.535 -1.088 13.314 0.06
H 42.954 -0.254 14.905 0.10
H 46.308 -1.098 13.242 0.11
H 44.942 -1.997 12.868 0.10
H 45.908 -2.725 15.208 0.12
H 44.234 -2.401 15.086 0.06
H 47.082 -0.242 15.324 0.08
H 47.095 -1.041 16.999 0.07
H 46.476 0.630 16.652 0.09
C 45.818 -1.567 9.650 -0.39
O 45.001 -1.609 8.469 -0.11
O 45.170 -0.615 10.484 -0.23
C 46.165 -2.980 10.321 -0.54
F 46.549 -3.889 9.413 0.13
F 47.178 -2.858 11.156 0.13
F 45.147 -3.551 11.034 0.10
C 45.567 -1.889 7.191 -0.27
C 44.368 -1.771 6.235 -0.08
H 44.716 -1.984 5.224 0.07
H 43.568 -2.473 6.472 0.08
H 43.994 -0.748 6.200 0.06
H 45.898 -2.922 7.079 0.10
H 46.402 -1.246 6.914 0.11
H 46.749 -1.120 9.302 0.11
C 45.683 3.220 14.320 -0.41
O 44.707 2.443 15.080 -0.14
O 46.424 2.298 13.618 -0.21
C 44.973 4.414 13.581 -0.60
F 45.879 5.226 13.040 0.14
F 44.143 4.077 12.657 0.18
F 44.295 5.231 14.424 0.12
C 44.471 2.753 16.442 -0.24
C 43.433 1.720 17.026 -0.04
H 42.642 1.544 16.297 0.04
H 43.928 0.773 17.243 0.03
H 42.870 2.010 17.914 0.07
H 44.057 3.750 16.591 0.09
H 45.373 2.863 17.044 0.11
H 46.312 3.698 15.072 0.14
C 41.963 6.076 16.812 -0.09
C 41.395 5.163 15.643 -0.26
C 39.911 4.908 15.802 -0.23
C 39.345 4.180 14.589 -0.23
C 37.844 4.010 14.445 -0.28
C 37.478 3.299 13.194 -0.13
H 41.359 6.978 16.911 0.06
H 43.005 6.320 16.603 0.06
H 41.854 5.575 17.774 0.06
H 41.483 5.768 14.741 0.10
H 42.033 4.288 15.523 0.08
H 39.474 5.904 15.861 0.11
H 39.702 4.339 16.708 0.11
H 39.677 4.742 13.716 0.11
H 39.836 3.213 14.488 0.10
H 37.409 3.536 15.326 0.10
H 37.416 5.005 14.325 0.11
H 36.422 3.425 12.958 0.07
H 37.974 3.653 12.290 0.07
H 37.695 2.232 13.247 0.07
C 37.907 -4.502 19.689 -0.12
C 38.587 -3.645 18.652 -0.27
C 40.122 -3.726 18.549 -0.22
C 40.642 -2.880 17.427 -0.21
C 42.173 -2.559 17.583 -0.22
C 43.027 -3.826 17.295 -0.10
H 36.996 -3.972 19.968 0.07
H 38.544 -4.711 20.548 0.07
H 37.544 -5.447 19.287 0.07
H 38.103 -3.860 17.699 0.11
H 38.354 -2.593 18.815 0.09
H 40.443 -4.760 18.427 0.12
H 40.614 -3.443 19.480 0.12
H 40.421 -3.335 16.462 0.10
H 40.223 -1.875 17.359 0.08
H 42.541 -1.752 16.951 0.08
H 42.408 -2.234 18.597 0.08
H 42.930 -4.650 18.002 0.08
H 42.868 -4.204 16.285 0.02
H 44.058 -3.479 17.233 0.03
Cl 39.472 -2.010 12.390 0.59
C 39.504 -3.625 13.098 -0.66
C 40.822 -4.324 12.821 -0.61
Cl 42.225 -3.596 13.690 0.63
H 38.747 -4.215 12.581 0.07
H 39.256 -3.604 14.159 0.06
H 41.147 -4.272 11.782 0.07
H 40.671 -5.378 13.053 0.08
C 44.981 -0.766 19.609 0.06
N 46.141 -1.675 19.739 -0.36
O 47.323 -1.293 19.641 0.04
O 45.958 -2.821 20.214 0.03
H 44.750 -0.486 20.636 0.12
H 44.091 -1.179 19.133 0.08
H 45.281 0.041 18.940 0.09
C 49.557 1.735 14.711 0.04
N 50.655 1.870 15.682 -0.47
O 51.547 1.118 15.698 0.09
O 50.661 2.888 16.385 0.03
H 49.464 0.654 14.611 0.07
H 49.941 2.032 13.735 0.09
H 48.716 2.359 15.016 0.09
C 40.202 6.187 8.170 0.05
N 40.882 5.044 8.868 -0.43
O 41.786 4.526 8.301 0.08
O 40.553 4.796 10.028 0.05
H 40.789 6.559 7.331 0.09
H 40.137 7.064 8.814 0.10
H 39.247 5.817 7.797 0.10
C 50.157 -2.568 20.020 0.04
N 50.236 -1.353 19.126 -0.39
O 49.617 -1.357 18.051 0.02
O 51.137 -0.558 19.429 0.05
H 50.645 -3.431 19.567 0.10
H 49.100 -2.806 20.138 0.06
H 50.680 -2.284 20.934 0.10
C 38.332 0.775 17.289 0.05
N 39.179 0.286 16.158 -0.43
O 38.592 -0.293 15.260 0.05
O 40.388 0.433 16.188 0.05
H 38.717 1.723 17.664 0.09
H 38.371 0.003 18.057 0.09
H 37.304 0.905 16.950 0.10
C 47.053 -4.238 17.616 0.04
N 47.543 -5.328 18.502 -0.44
O 46.726 -6.173 18.839 0.05
O 48.608 -5.207 19.041 0.06
H 47.075 -4.669 16.615 0.11
H 47.711 -3.376 17.729 0.08
H 46.087 -3.979 18.049 0.07
C 50.037 -3.693 12.971 0.06
N 49.636 -2.467 13.735 -0.42
O 50.345 -1.515 13.612 0.08
O 48.598 -2.491 14.423 0.03
H 49.556 -3.626 11.995 0.09
H 49.566 -4.521 13.500 0.10
H 51.126 -3.710 12.920 0.10